Entry 1:
74
Properties=species:S:1:pos:R:3 method="wB97M-V/def2-TZVPD" gap_ha="0.2745 / 0.2276" spin_multiplicity=6 homo_ev="-16.647 / -16.646" total_charge=+3
Fe 0.80450 0.01976 0.08982
S -1.42813 1.03150 2.26739
O -0.83253 -1.04238 -0.28040
O -0.02664 0.84336 1.59820
O -1.82272 -2.86172 -0.97045
O 3.72120 -1.89091 2.34920
O 2.04738 3.56094 -1.75080
N 2.76271 0.79183 0.28520
N 1.28570 -1.34277 -1.78248
N 0.80415 1.82523 -1.07550
N 0.23098 -2.27588 -1.83075
N 1.93841 -1.50471 1.06129
C -3.01387 2.45417 -4.20420
C -2.73850 3.19143 1.29131
C -2.49100 1.71724 0.95639
C 0.35594 -3.21356 2.04846
C 1.93505 2.45097 -1.08486
C 2.86812 -3.07584 2.56221
C -0.81877 -2.05919 -1.01051
C 4.29635 2.56178 -0.08653
C -1.57097 -2.66843 3.37939
C -1.14876 2.10142 -2.71706
C -1.44425 -4.80053 2.27646
C 4.87109 0.71961 1.37030
C -2.08946 2.95016 -3.30063
C -0.20343 -4.45459 1.75936
C 3.07267 -1.11363 1.54012
C -3.01715 1.10307 -4.53068
C 3.62845 0.18310 1.09180
C 0.76343 3.75614 -2.43858
C -0.32707 -2.32703 2.87147
C 5.20123 1.93055 0.76402
C -2.13339 -3.90348 3.07954
C 1.73044 -2.90523 1.52719
C -1.15807 0.75538 -3.04845
C -1.52922 3.68977 2.07599
C -1.24994 2.61154 3.11611
C 3.07365 1.94731 -0.29006
C -0.16441 2.72344 -1.76324
C -2.08873 0.25497 -3.95011
C -1.86395 -4.06721 -1.78516
H 1.91738 -3.55067 0.66377
H 0.92380 3.56307 -3.49758
H 5.55699 0.20811 2.03207
H -2.10519 4.00617 -3.05308
H 0.28732 -3.06901 -2.45344
H 4.52839 3.50062 -0.57074
H -0.65676 3.81839 1.42953
H 3.49348 -3.94676 2.39513
H -2.90908 3.75640 0.37547
H -1.86444 -5.77513 2.06667
H -3.38820 1.10277 0.90646
H 6.16605 2.38227 0.95410
H -3.63979 3.28674 1.89772
H 0.34132 -5.16702 1.14772
H 2.15424 -1.83037 -1.57549
H 0.12718 -1.38076 3.14321
H -1.92601 1.57044 0.03390
H -3.09593 -4.17494 3.49113
H -0.26656 2.61959 3.58348
H 1.37406 -0.87903 -2.68543
H -0.72706 3.21899 -0.96225
H -1.83189 -3.80182 -2.84120
H 2.52118 -3.04439 3.59244
H -3.73412 3.12232 -4.65637
H -2.81565 -4.52788 -1.55011
H -0.43221 0.09219 -2.60029
H -1.04945 -4.73009 -1.49528
H -1.72341 4.64426 2.56242
H 0.46927 4.78866 -2.28131
H -3.73774 0.71943 -5.23952
H -2.08461 -0.79574 -4.21086
H -2.09586 -1.98305 4.03203
H -2.00716 2.58862 3.90494

Entry 2:
75
Properties=species:S:1:pos:R:3 method="wB97M-V/def2-TZVPD" gap_ha="0.2480 / 0.2686" spin_multiplicity=3 homo_ev="-7.508 / -8.211"
W 0.93801 -0.06719 2.14446
S 1.31619 0.40192 4.44119
S -0.74059 1.52051 2.24906
P 0.22756 -0.03247 -1.25160
O 0.61970 -1.93337 2.43843
O 0.25418 -0.51357 0.18870
O 0.89460 -3.50234 0.87345
N 1.68192 -0.32746 -1.92816
N 6.86986 1.83770 1.72738
N 4.79692 1.78355 -2.25718
N -0.01925 1.55832 -1.51800
N -1.02536 -0.82070 -1.94292
N 2.60818 0.63686 1.33881
C -1.07616 3.55198 -2.07130
C 4.79683 1.62167 -1.11639
C 2.79963 -1.05870 -3.88250
C -2.13122 -2.45611 2.56682
C 0.22416 2.28339 6.09639
C -1.76403 -4.37813 1.16514
C -1.56162 3.77278 5.47895
C -1.26717 -0.85890 -3.38898
C -3.96739 -3.89693 1.99138
C -1.27320 -3.24840 1.81588
C -3.10678 -4.70397 1.25656
C 0.21399 1.71834 4.82025
C 0.16945 -2.91597 1.63430
C 2.38574 -1.58863 -1.59012
C -1.58246 3.22127 4.21100
C 0.30439 3.92680 -1.51824
C 3.62131 0.99856 0.86585
C -2.04629 -1.58150 -1.19866
C 0.99692 2.58559 -1.20384
C -0.69685 2.19891 3.88056
C -2.43596 -1.83560 -3.53437
C 5.93527 1.64803 1.08401
C -3.47893 -2.77577 2.64817
C 3.46561 -1.68888 -2.66127
C -0.65345 3.30053 6.42190
C -1.34517 2.18505 -1.45778
C 4.77703 1.41154 0.28961
C 2.06705 0.13701 -3.28353
C -3.18014 -1.69382 -2.20796
H 1.27574 2.54005 -0.14739
H -2.33507 -1.06706 -0.28218
H -2.07329 1.59521 -2.01188
H -0.63069 3.72938 7.41514
H -3.77517 -0.77691 -2.20405
H -3.84188 -2.53116 -1.99137
H -2.05253 -2.85330 -3.63377
H 2.74074 0.99088 -3.20779
H -0.38350 -1.20278 -3.93073
H 3.50891 -0.75766 -4.65158
H -3.04901 -1.61828 -4.40725
H 3.78878 -2.71592 -2.82125
H 0.93235 1.91377 6.82696
H -2.28258 3.57959 3.46632
H -1.04425 3.46023 -3.15834
H 2.08613 -1.75963 -4.32561
H -4.14509 -2.14982 3.22699
H 2.78495 -1.54955 -0.57728
H 1.19490 0.43900 -3.86305
H 1.89114 2.42229 -1.80033
H 4.33351 -1.09310 -2.37365
H -1.76458 -1.58817 3.09831
H -2.24895 4.56881 5.73235
H -1.52828 0.13485 -3.77151
H -1.66512 -2.56669 -0.92466
H 0.88070 4.51796 -2.22749
H -1.84366 4.28047 -1.81390
H -3.48424 -5.58761 0.75847
H -5.01800 -4.14862 2.05932
H 0.20445 4.51483 -0.60631
H -1.07725 -4.98649 0.59214
H 1.69965 -2.44011 -1.63759
H -1.69125 2.28363 -0.42248

Entry 3:
75
Properties=species:S:1:pos:R:3 method="wB97M-V/def2-TZVPD" gap_ha="0.2436 / 0.2624" spin_multiplicity=3 homo_ev="-7.526 / -8.228"
W -0.42150 0.59729 1.86115
S -0.44907 1.02622 4.20369
S -1.39661 -1.41900 2.39861
P -0.10017 -0.54682 -1.20632
O -0.14574 0.66536 -0.28682
O -1.99035 1.67302 1.36819
O -3.14402 2.81295 -0.16048
N 1.19666 -1.53224 -1.08101
N -1.39423 -1.49896 -0.89746
N 5.49352 0.31660 -0.11276
N -0.09607 0.08267 -2.71533
N 1.58702 0.40631 1.91261
N 5.10798 2.06811 3.99692
C -1.53566 -0.18682 4.85330
C -1.97037 -0.10809 6.17765
C 4.07072 0.90465 1.94890
C -3.19527 -2.16278 5.91391
C 0.21292 0.22712 -5.05278
C 1.47834 4.82095 -0.27978
C 0.20955 3.32332 1.08185
C 0.37610 4.98045 -1.11168
C -3.72000 -1.93866 -1.09667
C -1.55678 -2.87585 -1.40195
C 3.43793 -2.21763 -1.23819
C -2.12348 2.62330 0.45031
C -2.71790 -0.82529 -0.79779
C -1.94032 -1.26571 4.07166
C -0.88691 3.45163 0.24135
C 2.73651 0.63371 1.92901
C -0.04971 -0.76424 -3.91480
C 4.85766 0.57707 0.81229
C 0.23063 1.48672 -3.03025
C 4.64795 1.54279 3.08188
C 2.49631 -1.08940 -1.63049
C 0.95359 1.37474 -4.36629
C -2.94981 -2.88037 -2.01941
C 2.91857 -2.61638 0.14079
C 1.39710 3.99043 0.82915
C -2.76882 -2.25240 4.60302
C -2.79339 -1.08626 6.70118
C 1.39961 -2.53868 -0.01226
C -0.80391 4.29928 -0.85417
H 4.47562 -1.89335 -1.23080
H -3.12658 -1.01184 7.72799
H -0.76717 -3.13316 -2.10737
H 3.24271 -3.60791 0.45255
H 2.00097 1.11049 -4.20314
H 3.26193 -1.90156 0.89156
H 0.92321 2.30288 -4.93509
H 0.75154 -1.50688 -3.83503
H 2.81783 -0.14555 -1.17951
H -4.63447 -1.54931 -1.54053
H -0.73549 0.58845 -5.45494
H -3.98632 -2.45546 -0.17256
H -1.65511 0.73059 6.78495
H 3.33111 -3.04926 -1.93917
H 2.24303 3.87217 1.49402
H -1.50844 -3.57676 -0.56324
H -3.07363 -3.08343 3.97891
H 0.44170 5.63629 -1.97038
H 2.43035 -0.94391 -2.70902
H -3.37627 -3.88101 -2.07336
H -2.78657 -0.01614 -1.53143
H 2.39762 5.35162 -0.48991
H -3.84033 -2.92795 6.32464
H -1.66806 4.39737 -1.49789
H 0.90295 -2.24808 0.91407
H -0.98986 -1.30284 -4.05322
H -2.86126 -0.39338 0.19124
H 0.82930 1.93536 -2.23956
H 0.99046 -3.50054 -0.32695
H -2.91280 -2.47018 -3.03177
H -0.68734 2.07351 -3.12972
H 0.13849 2.74743 2.01285
H 0.77226 -0.22677 -5.86897